The following is a quantum chemistry calculation of C23H28N6O3 in the gas phase in a non-equilibrium geometry, from the OMol25 dataset.

CARTESIAN COORDINATES (ANGSTROEM)
C -4.72 -3.41 0.43
H -4.24 -3.09 -0.51
O -4.74 -2.38 1.38
C -3.46 -1.95 1.79
C -2.67 -1.30 0.68
C -1.67 -2.00 0.02
C -0.95 -1.43 -1.03
C -1.28 -0.14 -1.42
C -2.28 0.57 -0.79
C -2.97 0.01 0.27
O -3.95 0.64 0.97
C -4.31 1.95 0.58
H -3.46 2.64 0.65
H -5.08 2.26 1.28
H -4.71 1.97 -0.43
H -2.50 1.57 -1.13
H -0.75 0.31 -2.25
C 0.15 -2.17 -1.73
N 1.46 -1.82 -1.17
C 1.68 -2.51 0.10
C 3.00 -2.09 0.76
C 3.04 -0.65 1.26
O 3.76 -0.34 2.19
N 2.25 0.21 0.57
C 2.10 1.58 0.79
C 1.04 2.23 0.16
C 0.88 3.60 0.34
C 1.74 4.33 1.14
C 2.78 3.67 1.76
C 2.97 2.31 1.60
H 3.78 1.81 2.10
H 3.46 4.23 2.39
H 1.59 5.39 1.29
N -0.20 4.23 -0.29
C -0.41 5.54 -0.60
N -1.57 5.65 -1.18
N -2.08 4.43 -1.22
N -1.29 3.58 -0.71
H 0.28 6.33 -0.42
H 0.35 1.69 -0.46
H 1.68 -0.21 -0.17
C 4.17 -2.31 -0.21
C 3.87 -1.63 -1.54
C 2.54 -2.11 -2.10
H 2.60 -3.19 -2.31
H 2.33 -1.60 -3.04
H 3.84 -0.54 -1.41
H 4.67 -1.85 -2.26
H 5.08 -1.92 0.23
H 4.29 -3.38 -0.38
H 3.16 -2.72 1.64
H 1.70 -3.60 -0.05
H 0.85 -2.27 0.77
H 0.16 -1.88 -2.78
H -0.02 -3.26 -1.68
H -1.45 -3.01 0.33
H -3.65 -1.22 2.58
H -2.89 -2.80 2.20
H -4.18 -4.29 0.81
H -5.76 -3.68 0.24

Calculated values
SMILES: COCc1cc(CN2CCC[C@@H](C(=O)Nc3cccc(-n4cnnn4)c3)C2)ccc1OC
Energy, hartree: -1447.4693
Molecular weight, g/mol: 436.52
Frontier orbital gap, eV: 8.88
Largest force on an atom, hartree/bohr: 0.0321
Energy above the lowest of the compared OMol25 structures with the same formula, charge and spin, kcal per mole: 63.78
HOMO energy, eV: -8.5
Lowest unoccupied orbital energy, hartree: 0.016

Atom charges from the Löwdin analysis, given in e for atoms 1 to 2: atom 1 (C): -0.11, atom 2 (H): 0.09


The following is a quantum chemistry calculation of a molecular structure, C15H35BrCl7INNbO5P in a non-equilibrium geometry, from the OMol25 dataset.

CARTESIAN COORDINATES (ANGSTROEM)
C -2.91 -7.25 -0.62
C -1.56 -7.67 -0.09
C -0.42 -6.70 -0.37
O -0.68 -5.87 -1.50
Nb -0.68 -3.89 -1.45
Br -1.92 -3.82 0.86
I -3.06 -3.88 -3.02
C 0.53 -3.91 -3.34
C 0.94 -2.66 -4.08
N 1.98 -1.94 -3.34
C 1.33 -3.60 -0.49
O 1.29 -2.93 0.76
C 2.45 -2.26 1.15
O 2.17 -1.01 1.67
C 1.58 -0.09 0.76
C 2.30 1.25 0.74
O 3.65 1.24 1.16
P -0.81 -1.27 -1.58
O -1.85 -0.83 -2.77
Cl -1.77 -0.43 0.07
H -3.23 -6.31 -0.17
H -3.65 -8.00 -0.39
H -2.87 -7.10 -1.69
H -1.62 -7.83 0.98
H -1.30 -8.63 -0.54
H 0.48 -7.27 -0.59
H -0.21 -6.11 0.51
H -0.05 -4.55 -4.00
H 1.44 -4.45 -3.07
H 0.08 -2.00 -4.22
H 1.27 -2.92 -5.08
H 2.81 -2.52 -3.30
H 2.23 -1.08 -3.80
H 1.94 -3.04 -1.19
H 1.77 -4.60 -0.40
H 2.95 -2.80 1.95
H 3.11 -2.18 0.28
H 0.54 0.06 1.06
H 1.55 -0.52 -0.24
H 2.22 1.64 -0.27
H 1.81 1.95 1.41
H 4.09 0.50 0.74
H -1.52 0.01 -3.12
Cl 0.62 2.82 2.41
C 2.04 3.34 3.35
C 1.82 4.66 4.02
Cl 1.71 6.00 2.85
H 2.89 3.37 2.67
H 2.22 2.58 4.10
H 2.65 4.89 4.68
H 0.89 4.66 4.60
Cl 2.88 10.40 1.69
C 1.33 9.76 2.30
C 0.15 10.23 1.49
Cl -0.14 11.98 1.69
H 1.24 10.06 3.34
H 1.39 8.67 2.25
H -0.74 9.71 1.83
H 0.30 10.04 0.44
Cl -6.16 3.86 0.68
C -5.23 3.21 -0.70
C -4.21 2.19 -0.29
Cl -2.88 2.90 0.66
H -4.76 4.06 -1.20
H -5.95 2.75 -1.38
H -3.76 1.74 -1.17
H -4.65 1.40 0.31

Calculated values
Energy, hartree: -7514.9394
Molecular weight, g/mol: 888.31
Frontier orbital gap, eV: 6.06
Largest force on an atom, hartree/bohr: 0.0593
Net charge: -1
HOMO energy, eV: -4.2
Lowest unoccupied orbital energy, hartree: 0.067

Atom charges from the Löwdin analysis, given in e for atoms 1 to 2: atom 1 (C): -0.14, atom 2 (C): -0.25


The following is a quantum chemistry calculation of a molecular structure, C3H4MnO3 in a non-equilibrium geometry, from the OMol25 dataset.

CARTESIAN COORDINATES (ANGSTROEM)
C -0.94 1.99 0.79
C 0.35 1.51 0.73
H -1.71 1.63 0.08
H 1.13 2.26 0.93
H -1.20 2.85 1.42
O -0.28 -2.10 0.23
C 0.52 -1.79 -0.70
O 1.13 -0.68 -0.70
O 0.75 -2.61 -1.71
Mn 0.26 -0.45 1.23
H -0.01 -2.61 -2.31

Calculated values
Energy, hartree: -1493.3384
Molecular weight, g/mol: 143.00
Frontier orbital gap (alpha / beta), eV: 6.77 / 6.93
Largest force on an atom, hartree/bohr: 0.0470
2S+1: 6
Energy above the lowest of the compared OMol25 structures with the same formula, charge and spin, kcal per mole: 39.66
HOMO energy (alpha / beta), eV: -7.3 / -7.9
Lowest unoccupied orbital energy (alpha / beta), hartree: -0.020 / -0.036

Atom charges from the Löwdin analysis, given in e for atoms 1 to 2: atom 1 (C): -0.17, atom 2 (C): -0.27


The following is a quantum chemistry calculation of a molecular structure, C68H87BaF10N2O5P3SSi2 in a non-equilibrium geometry, from the OMol25 dataset.

CARTESIAN COORDINATES (ANGSTROEM)
Ba -0.63 0.88 0.33
C -2.72 4.06 -1.19
Si -3.26 2.25 -0.95
C -3.49 1.91 0.90
C -5.02 2.00 -1.70
N -2.05 1.22 -1.61
C -1.73 1.23 -2.91
C -2.45 1.89 -3.93
C -2.06 1.87 -5.25
C -0.92 1.20 -5.66
C -0.18 0.53 -4.70
C -0.60 0.54 -3.39
F 0.18 -0.20 -2.49
H -3.55 4.75 -1.08
H -2.28 4.22 -2.17
H -1.97 4.32 -0.45
H -4.44 2.34 1.22
H -2.73 2.40 1.49
H -3.52 0.85 1.16
H -5.49 2.96 -1.92
H -5.68 1.48 -1.01
H -4.99 1.43 -2.62
H -3.33 2.45 -3.66
H -2.66 2.40 -5.99
H -0.60 1.20 -6.69
H 0.72 0.00 -4.96
C 4.12 -3.40 -0.09
P 2.59 -3.13 0.92
C 2.78 -4.68 1.91
C 3.28 -1.92 2.16
C 2.30 -1.74 3.30
P 0.82 -0.72 2.78
C -0.41 -1.33 4.02
C 1.34 0.84 3.59
H 4.96 -3.68 0.54
H 4.36 -2.49 -0.63
H 3.92 -4.20 -0.80
H 3.73 -4.70 2.45
H 2.75 -5.53 1.23
H 1.97 -4.80 2.62
H 3.42 -0.97 1.64
H 4.25 -2.27 2.53
H 2.78 -1.23 4.14
H 1.95 -2.71 3.65
H 0.01 -1.31 5.03
H -0.69 -2.35 3.77
H -1.28 -0.70 3.97
H 0.65 1.63 3.34
H 2.32 1.11 3.19
H 1.42 0.72 4.67
C -3.38 5.68 1.97
C -1.96 6.24 1.87
C -1.84 7.16 0.64
C -1.65 7.03 3.14
O -1.03 5.19 1.67
Si -0.66 3.91 2.63
O -0.56 2.60 1.77
O 0.79 4.20 3.42
C 1.93 4.75 2.82
C 2.05 4.30 1.37
C 1.89 6.28 2.89
C 3.17 4.25 3.59
O -1.81 3.93 3.79
C -2.02 3.32 5.03
C -0.91 3.70 6.02
C -3.37 3.83 5.54
C -2.08 1.79 4.89
H -4.10 6.48 2.13
H -3.41 4.98 2.80
H -3.64 5.15 1.06
H -2.59 7.94 0.67
H -1.96 6.58 -0.27
H -0.85 7.62 0.61
H -2.45 7.76 3.32
H -0.71 7.56 3.05
H -1.60 6.34 3.98
H 1.16 4.62 0.83
H 2.08 3.21 1.35
H 2.94 4.72 0.90
H 1.08 6.64 2.26
H 2.83 6.69 2.52
H 1.73 6.61 3.91
H 3.22 3.17 3.56
H 3.12 4.55 4.64
H 4.07 4.67 3.15
H -0.99 4.74 6.30
H 0.05 3.55 5.52
H -0.97 3.08 6.91
H -3.38 4.92 5.55
H -3.56 3.47 6.55
H -4.17 3.49 4.89
H -1.08 1.38 4.93
H -2.53 1.54 3.94
H -2.68 1.36 5.70
N 2.03 0.92 -0.31
S 2.85 0.56 -1.60
C 4.61 0.30 -1.09
C 5.40 -0.57 -1.82
C 6.72 -0.77 -1.46
C 7.25 -0.09 -0.38
C 6.46 0.78 0.36
C 5.13 0.97 0.00
C 3.25 2.16 -2.42
C 2.36 3.20 -2.23
C 2.64 4.44 -2.79
C 3.79 4.63 -3.53
C 4.65 3.57 -3.75
C 4.38 2.33 -3.20
H 2.43 1.72 0.17
H 4.99 -1.07 -2.68
H 7.34 -1.46 -2.02
H 8.29 -0.22 -0.11
H 6.87 1.31 1.20
H 4.51 1.66 0.56
H 1.46 3.04 -1.65
H 1.95 5.26 -2.63
H 4.03 5.60 -3.93
H 5.55 3.70 -4.34
H 5.06 1.51 -3.37
F 4.53 -7.31 -5.84
C 4.23 -6.05 -6.23
F 5.40 -5.45 -6.47
F 3.60 -6.16 -7.41
C 3.40 -5.34 -5.20
C 2.11 -5.80 -4.96
C 1.32 -5.17 -4.01
C 1.82 -4.10 -3.28
C 3.11 -3.64 -3.54
C 3.90 -4.25 -4.50
P 0.82 -3.22 -1.99
C 0.46 -4.63 -0.87
C -0.37 -4.32 0.21
C -0.70 -5.28 1.13
C -0.18 -6.56 1.00
C 0.68 -6.87 -0.04
C 0.99 -5.91 -0.98
C -0.48 -7.62 2.03
F -0.84 -8.79 1.48
F -1.46 -7.27 2.87
F 0.60 -7.88 2.80
C -0.73 -3.26 -2.99
C -1.92 -3.83 -2.58
C -3.02 -3.81 -3.41
C -2.94 -3.18 -4.65
C -1.76 -2.58 -5.06
C -0.66 -2.64 -4.24
C -4.17 -3.19 -5.52
F -4.01 -2.55 -6.68
F -5.22 -2.62 -4.90
F -4.56 -4.44 -5.82
H 1.73 -6.63 -5.53
H 0.32 -5.52 -3.83
H 3.48 -2.80 -2.98
H 4.90 -3.90 -4.70
H -0.72 -3.30 0.31
H -1.35 -5.05 1.96
H 1.10 -7.86 -0.11
H 1.66 -6.17 -1.78
H -2.00 -4.31 -1.61
H -3.95 -4.29 -3.12
H -1.71 -2.08 -6.01
H 0.27 -2.21 -4.56
C -4.09 -1.46 -1.10
C -3.49 -1.88 0.20
O -2.35 -1.59 0.51
C -4.33 -2.66 1.15
C -5.68 -2.96 0.92
C -6.40 -3.66 1.87
C -5.80 -4.08 3.04
C -4.46 -3.79 3.28
C -3.74 -3.08 2.34
H -3.34 -0.92 -1.68
H -4.93 -0.80 -0.92
H -4.45 -2.32 -1.66
H -6.16 -2.64 0.01
H -7.44 -3.88 1.69
H -6.37 -4.62 3.78
H -3.99 -4.11 4.20
H -2.70 -2.83 2.50

Calculated values
Energy, hartree: -6154.8713
Molecular weight, g/mol: 1520.92
Frontier orbital gap, eV: 6.66
Largest force on an atom, hartree/bohr: 0.0501
Energy above the lowest of the compared OMol25 structures with the same formula, charge and spin, kcal per mole: 30.17
HOMO energy, eV: -6.9
Lowest unoccupied orbital energy, hartree: -0.007

Atom charges from the Löwdin analysis, given in e for atoms 1 to 2: atom 1 (Ba): 1.76, atom 2 (C): -0.15